Computed, not measured: a cluster of 2 separate species, CH9N3 in total, with ωB97M-V/def2-TZVPD.

## Properties
HOMO energy (eV): -9.34
Structure (SMILES): NCN.N
Energy (hartree): -207.710651
Energy relative to the best compared isomer or geometry (same formula, charge and spin) (kcal per mole): 26.7
Orbital gap (eV): 9.9

ORCA input file:
```
! wB97M-V def2-TZVPD RIJCOSX def2/J DEFGRID3
* xyz 0 1
N -4.16869 1.24668 1.75580
H -4.16109 1.69642 0.84013
H -3.29387 1.54564 2.11354
H -3.76794 0.20612 1.42912
N 1.19091 0.11985 -1.80028
C 1.60355 -0.13437 -0.45101
N 2.61516 -1.28853 -0.21970
H 0.20592 -0.06588 -1.84222
H 1.58767 -0.59529 -2.35765
H 0.71295 -0.26442 0.26935
H 2.12649 0.85160 -0.24115
H 3.13797 -1.09851 0.66367
H 2.21095 -2.21930 -0.15962
*
```